# 1
Formula: C34H51FO7S2
Source: the OMol25 dataset
Level of theory: ωB97M-V/def2-TZVPD

Lowest unoccupied orbital energy   -1.48 eV
HOMO energy   -8.0 eV
SMILES   CCCCCCCCC1=C(Cc2ccc(C)cc2)C(=O)C(CCOCC)=C(F)C1=O.O=S1(=O)CCCC1.O=S1(=O)CCCC1
Orbital gap   6.52 eV

Last column: Löwdin charge in e.
Positions of all 95 atoms, in Å:
H (8.4568, -6.7215, -1.7344)  0.075
C (-4.2657, 6.3761, -3.9446)  -0.225
C (-4.2426, -1.6404, 5.0077)  -0.233
H (6.5422, -8.0919, -1.6066)  0.119
C (0.0907, -1.3359, 0.6063)  -0.149
C (-0.4694, 2.1805, -3.0544)  -0.012
H (0.0950, -2.7166, -3.5211)  0.129
C (-4.2396, -3.0177, 4.3614)  -0.227
H (3.4087, 2.0705, -3.3432)  0.088
C (1.9253, -3.5868, 1.0081)  -0.108
C (6.2844, -7.2016, -2.3381)  -0.261
C (-0.9203, 2.3628, 4.2498)  -0.221
C (-0.7809, 5.0759, 3.7483)  -0.255
H (-1.4683, 6.1196, -5.3609)  0.109
H (1.2097, 2.0312, 3.4911)  0.112
H (0.2498, -0.3348, -0.0115)  0.115
H (0.5907, 0.5379, 4.5157)  0.117
H (-4.2033, 6.2856, -6.7407)  0.123
H (7.4000, -5.1418, -1.8971)  0.090
H (0.1096, 1.2970, 1.4431)  0.116
C (2.2081, -5.1618, 0.5212)  0.007
H (8.0312, -6.1167, -3.4889)  0.081
H (2.0043, 4.8074, -2.5893)  0.079
C (2.3130, 1.6238, -3.2064)  -0.028
H (0.6024, 6.3461, 2.2820)  0.075
C (1.2785, 4.3597, -3.3942)  -0.128
H (-3.0980, -4.8375, 4.7543)  0.118
H (2.9725, -0.7636, -2.9685)  0.092
H (0.7719, 3.8892, 4.9547)  0.100
O (2.5387, -3.2391, 2.1615)  -0.026
C (-0.6989, 0.5715, -2.8353)  -0.031
H (-4.8333, -1.6388, 5.9286)  0.111
H (-1.3035, -3.2535, 4.7582)  0.103
H (-0.3030, -1.6698, 2.8993)  0.097
H (-3.8250, -2.9563, 3.3481)  0.120
C (2.0641, -0.0155, -2.9887)  -0.014
S (-2.5399, -1.3592, 5.4519)  0.681
H (-2.2017, 4.9060, -6.4564)  0.114
H (1.6646, 4.7016, -4.4500)  0.078
C (0.2612, 1.3547, 3.7227)  -0.211
H (-5.3091, 6.0717, -4.0638)  0.109
H (-5.2503, -3.4299, 4.2891)  0.118
O (2.2760, -4.3161, -3.2235)  -0.024
H (0.3611, 7.1156, 4.0001)  0.070
C (1.8500, -4.2185, -1.9593)  -0.138
H (0.2272, 4.9044, -3.2442)  0.066
H (-1.5359, 1.7715, 5.0783)  0.105
H (-4.0883, 6.7039, -2.9172)  0.107
F (2.4754, -6.2056, 1.5794)  -0.057
H (-1.6620, -3.3062, 6.5113)  0.109
C (-2.0671, -3.0806, 5.5216)  -0.220
H (-1.0558, -1.6261, 0.4509)  0.137
H (4.3898, -8.5037, -1.3397)  0.128
H (1.4394, -0.8567, 2.4715)  0.127
H (-1.4773, 0.6684, 2.2448)  0.109
C (0.0671, -2.1068, -2.5057)  -0.142
H (-1.8273, 0.2143, -2.6798)  0.093
C (4.1418, -7.3617, -1.1707)  -0.192
C (-2.4055, 5.6775, -5.7119)  -0.232
H (4.3993, -7.1153, -0.0387)  0.134
H (1.9172, -7.8411, -0.7956)  0.133
C (2.5257, -7.0153, -1.3990)  -0.102
H (-1.2154, 4.6931, 2.7112)  0.103
C (-0.3945, 3.8284, 4.7760)  -0.212
H (-3.0829, 8.0835, -4.5362)  0.120
C (0.5078, 6.0780, 3.4409)  -0.162
C (2.1980, -5.4763, -0.9363)  -0.028
C (-0.2895, 0.6220, 2.3372)  -0.227
O (-2.2694, 4.7929, -3.2344)  -0.357
C (0.9593, -2.9194, -1.3967)  -0.039
O (-4.0757, 3.8819, -4.7671)  -0.314
C (-3.3349, -3.8839, 5.2364)  -0.219
C (-3.8794, 7.4559, -4.9540)  -0.221
O (-1.8684, -0.7422, 4.3274)  -0.333
S (-3.2324, 4.9637, -4.3039)  0.675
H (-4.7286, 8.1092, -5.1776)  0.118
H (1.5337, 5.6368, 3.8463)  0.070
O (5.0259, -6.5104, -2.0135)  -0.223
O (-2.4927, -0.7973, 6.7870)  -0.322
H (-4.5891, -0.8520, 4.3373)  0.111
H (2.3098, -7.2118, -2.5492)  0.130
H (-1.6121, 5.7488, 4.2595)  0.100
H (-1.4208, 2.8815, -3.0804)  0.063
C (1.0854, 2.7377, -3.2260)  -0.176
H (-1.0443, -2.1102, -2.1392)  0.115
H (-1.6570, 2.5631, 3.3401)  0.103
C (0.5322, -0.5591, -2.7781)  -0.156
C (-3.3649, 6.7493, -6.2072)  -0.225
C (7.6054, -6.2054, -2.3806)  -0.111
H (-1.0057, 4.0552, 5.7755)  0.110
H (6.1693, -7.6455, -3.4358)  0.129
C (0.9956, -2.5999, 0.0865)  -0.022
C (0.2833, -0.9422, 2.1858)  -0.199
H (-3.8478, -4.1106, 6.1790)  0.120
H (-2.8713, 7.4451, -6.8920)  0.119

***

# 2
Formula: C35H22F3N6O4Re
Source: the OMol25 dataset
Level of theory: ωB97M-V/def2-TZVPD

Expectation value of S²   1.04
Lowest unoccupied orbital energy (spin up / spin down)   -5.09 / -3.95 eV
Spin multiplicity   2
HOMO energy (spin up / spin down)   -10.8 / -10.4 eV
Orbital gap (spin up / spin down)   5.70 / 6.43 eV
Total charge   +1
Energy above the lowest of the compared OMol25 structures with the same formula, charge and spin   4.1 kcal per mole

Last column: Mulliken spin population.
Positions of all 71 atoms, in Å:
C (1.3768, -1.5940, -1.1297)  0.004
C (-2.9214, 3.8301, -0.6290)  -0.077
C (-0.3306, 1.1797, -2.5088)  0.021
H (0.3249, 0.4450, -2.9606)  0.004
O (1.2612, 0.4571, 2.8461)  0.011
H (-3.0178, -1.7262, -0.2420)  0.003
C (0.7348, -2.9298, 1.8516)  0.027
H (-0.6135, -4.3305, -3.5907)  0.000
C (-1.1660, -3.7643, -2.8605)  -0.003
H (-3.2005, 4.7660, -1.1006)  -0.001
N (1.8204, 3.8880, -1.2773)  0.001
C (-1.4712, 3.2650, -2.5535)  0.014
H (-3.3333, 0.7958, 3.3132)  -0.001
C (-3.0526, 2.2644, 1.2006)  -0.103
C (-2.6350, -0.0117, 3.4239)  -0.108
H (1.8838, 3.0177, 2.5571)  0.001
C (-1.8179, -1.7339, 4.9021)  -0.081
H (-4.2774, -3.3733, -1.5825)  0.000
H (3.1369, -0.6712, -0.2708)  0.009
C (-3.2169, -3.2375, -1.7455)  -0.001
C (-0.5041, -2.8127, -2.0813)  0.050
C (-2.5216, -2.3199, -1.0001)  -0.003
C (0.9266, -2.5128, -2.1101)  -0.002
F (1.4626, -3.9042, -3.9616)  -0.001
C (1.8605, -3.0741, -2.9803)  -0.009
N (-1.6194, 0.1999, 1.1405)  -0.288
F (5.0668, 2.5810, -2.0340)  0.000
F (4.9357, -1.7345, -1.7580)  0.000
H (-3.4999, 2.0474, 2.1512)  0.002
H (-0.2085, 2.5677, -4.1429)  0.001
C (2.8747, 3.5174, -2.1165)  0.000
C (-3.4360, 3.4673, 0.5802)  0.020
H (-4.1469, 4.1090, 1.0838)  0.000
C (-0.0670, -3.2662, 4.0631)  0.013
O (2.8302, 3.7125, -3.3075)  0.000
N (-1.2002, -2.1051, -1.1525)  -0.026
C (-0.9366, -2.1724, 3.8842)  0.010
C (2.7461, -1.3472, -1.0222)  0.014
C (-2.0168, 2.9652, -1.2857)  0.017
H (1.3873, -3.1862, 1.0274)  0.005
H (3.3589, 2.0529, 2.4249)  -0.001
N (-0.7972, 0.8883, -1.3072)  -0.021
C (3.6261, -1.9674, -1.8854)  -0.013
H (3.9076, -3.2793, -3.5755)  0.001
H (-1.7248, 4.2089, -3.0228)  0.000
C (-0.6393, 2.3740, -3.1696)  0.004
H (-0.0688, -3.7934, 5.0103)  0.000
C (3.9582, 2.8963, -1.3674)  0.000
C (3.8316, 2.6235, -0.0699)  0.000
H (1.0518, 4.3617, -1.7244)  0.000
N (-0.0648, -1.8908, 1.6592)  -0.020
C (1.6159, 3.5584, 0.0453)  -0.005
H (1.4394, -4.4874, 3.1444)  0.000
H (-1.8196, -2.2434, 5.8578)  -0.002
C (-1.6460, 1.7606, -0.6730)  0.016
C (2.4260, 2.3141, 1.9336)  -0.005
N (2.6960, 2.9471, 0.6521)  0.004
O (0.5659, 3.7808, 0.6182)  0.000
C (1.5693, 1.0495, 1.8335)  -0.005
H (-3.3283, -0.3382, 5.4297)  0.000
C (-2.1387, 1.4034, 0.6256)  0.041
C (-0.9172, -1.5015, 2.6558)  0.031
C (-2.6456, -0.6790, 4.6622)  0.029
C (-2.5198, -3.9768, -2.6939)  0.004
Re (-0.1472, -0.6494, -0.0294)  1.403
H (-3.0288, -4.7180, -3.2973)  0.000
C (-1.7775, -0.3781, 2.4063)  0.023
O (1.1972, 0.7500, 0.6089)  -0.022
H (4.6303, 2.1339, 0.4709)  0.000
C (3.2076, -2.8204, -2.8905)  0.018
C (0.7637, -3.6486, 3.0468)  -0.001

***

# 3
Formula: C58H48Cl3INO7P3PbS3Te
Source: the OMol25 dataset
Level of theory: ωB97M-V/def2-TZVPD

Lowest unoccupied orbital energy   -1.18 eV
HOMO energy   -7.3 eV
Orbital gap   6.12 eV

Last column: Löwdin charge in e.
Positions of all 126 atoms, in Å:
C (2.2145, 0.6890, -4.7320)  -0.399
O (-2.2635, -0.2160, 1.2602)  -0.395
P (0.5756, -0.0985, -1.3389)  0.990
C (-0.0675, 6.3234, 1.9892)  -0.127
H (3.4476, 4.8109, -1.6128)  0.106
H (-6.8141, -2.5629, -0.8734)  0.063
O (1.3891, 1.7188, 3.6548)  -0.065
C (5.5153, -2.1152, 2.2783)  -0.016
H (-3.1009, 0.5784, -7.0493)  0.102
Cl (1.2774, 8.0102, 3.6386)  0.635
O (-0.1189, -2.2888, 1.4616)  -0.396
H (-0.3413, -2.6348, -2.0372)  0.097
C (2.5203, -4.2841, -1.3232)  -0.077
C (2.0621, -1.9192, 3.7812)  -0.522
C (4.5611, -3.2562, 4.2989)  -0.604
P (1.0081, -0.6746, -4.4424)  1.055
H (-2.3531, -2.5387, 0.1745)  0.062
H (0.7913, 2.2974, -4.8713)  0.110
O (-1.6092, -2.4773, 3.5528)  -0.244
H (-6.2340, -3.4494, 1.5393)  0.105
C (1.8356, 2.0134, -4.9409)  -0.088
C (5.3445, -1.2105, 1.2546)  -0.018
I (1.1163, -2.6083, 6.5789)  0.964
C (-3.4849, 0.4418, 1.3239)  -0.611
C (2.7853, 2.9703, -5.2569)  -0.077
C (-4.8353, 0.9615, 3.5156)  -0.128
H (-3.1670, -2.7864, 6.4892)  0.086
C (2.9481, 3.8516, -1.5598)  -0.073
C (-0.3654, 5.0888, 1.4816)  -0.556
C (-2.2270, -3.2193, 4.6245)  -0.294
H (-3.5887, -1.6393, 5.2068)  0.071
C (-2.7727, -4.2910, 1.3472)  -0.225
N (3.0556, -0.9253, 1.8358)  0.170
C (0.8558, 6.4319, 3.0365)  -0.681
C (3.6894, 2.6820, -1.5204)  -0.074
H (-1.9983, -1.5533, 5.9595)  0.061
H (6.4614, -2.6143, 2.4292)  0.091
H (4.7713, 2.7278, -1.5448)  0.107
S (-4.5604, 2.9271, 0.4051)  1.040
C (-0.0917, -0.2689, -8.3395)  -0.085
H (-1.0024, -0.6497, -3.1242)  0.035
H (-1.9620, 0.3139, -9.2247)  0.100
C (3.5101, -3.5895, 5.0500)  -0.276
C (-4.6394, 1.5974, 4.7790)  -0.182
C (-3.5557, 1.5374, 0.2606)  -0.516
C (-5.8324, -2.5477, 1.0955)  -0.202
H (-0.1516, 2.5244, -1.3410)  0.083
H (2.2547, 3.2024, 4.6812)  0.124
H (0.4094, -0.4046, -9.2899)  0.102
C (-2.7517, -3.5441, 0.0298)  -0.057
H (-2.2346, 0.7250, -1.2146)  0.081
C (-4.9204, -1.6777, 1.7542)  -0.154
H (0.9707, 4.6958, -1.5411)  0.096
C (3.3052, -3.2047, -0.9547)  -0.067
C (4.5072, 1.2953, -5.1944)  -0.090
C (1.2061, -4.0674, -1.7212)  -0.074
C (1.6680, 1.3743, -1.4254)  -0.373
H (-3.7732, -3.4565, -0.3446)  0.068
C (-6.1506, -2.1106, -0.1527)  -0.420
C (0.6923, -2.7852, -1.7463)  -0.139
H (-4.5297, 4.4062, -1.5324)  0.066
H (-1.4842, -3.8641, 5.0981)  0.049
C (-2.9099, 1.5247, -0.9387)  -0.161
C (-3.7442, 1.0322, 2.7073)  -0.468
C (4.1230, 2.6123, -5.3858)  -0.088
H (4.3276, -3.3636, -0.6333)  0.103
H (2.9225, -5.2884, -1.2896)  0.103
C (3.2180, -1.7664, 2.8513)  -0.137
H (3.4219, -1.0945, -0.6855)  0.031
C (0.2200, 3.8650, 1.9628)  -0.412
C (-4.1210, 3.4809, -1.1568)  -0.450
H (-1.8889, 0.1768, -4.9540)  0.087
H (5.5467, 1.0115, -5.3063)  0.100
C (-1.4246, 0.1261, -8.3041)  -0.094
Te (1.0391, -4.6006, 3.6010)  1.172
H (-2.9791, 2.6819, 5.7320)  0.066
H (2.0747, 5.3872, 4.4282)  0.109
C (-3.4027, 2.1416, 4.8998)  -0.391
C (-0.0317, -0.3218, -5.9218)  -0.388
C (2.7875, -1.9160, -0.9863)  -0.103
C (1.0770, 4.0279, 3.0933)  -0.127
H (4.8605, 3.3638, -5.6390)  0.102
C (1.5625, 3.7908, -1.5200)  -0.068
H (3.9229, 0.1317, 0.3204)  0.081
H (0.5813, -4.9043, -2.0074)  0.106
H (2.4819, 3.9973, -5.4190)  0.106
C (3.0556, 1.4487, -1.4649)  -0.108
C (0.5942, -0.4959, -7.1594)  -0.110
H (3.6585, 0.5507, -1.4912)  0.080
C (-0.1108, -0.0192, -3.0962)  -0.499
C (1.6027, 2.9056, 3.8324)  -0.220
P (-0.6670, -3.1749, 2.4985)  0.275
S (-2.4720, 1.9118, 3.4749)  1.050
H (-5.7607, 0.4809, 3.2298)  0.115
H (-2.1395, -4.0760, -0.7004)  0.078
O (-1.4543, -4.4560, 1.9539)  -0.305
H (-0.4099, 1.0130, -3.2770)  0.035
C (2.1708, -3.0550, 4.7648)  -1.011
Cl (6.1255, -3.8672, 4.7149)  0.732
H (1.6332, -0.8069, -7.1881)  0.102
C (-1.3702, 0.0544, -5.8972)  -0.098
H (-0.5531, 7.2026, 1.5884)  0.104
H (-5.3888, 1.6358, 5.5577)  0.100
H (-3.4213, -3.7632, 2.0441)  0.079
H (-4.5265, -1.8424, 2.7463)  0.110
C (-2.0599, 0.2808, -7.0839)  -0.087
C (-2.7815, -2.2364, 5.6297)  -0.062
H (3.6284, -4.2484, 5.8988)  0.096
C (4.0947, -0.6214, 1.0823)  -0.148
O (-0.0454, 2.7661, 1.3808)  -0.289
Cl (-1.5270, 4.9543, 0.2053)  0.758
O (1.0981, -1.1889, 3.7586)  -0.084
H (6.1639, -0.9605, 0.5935)  0.119
C (3.5544, 0.3383, -4.8665)  -0.120
Pb (-0.1078, 0.3711, 1.6006)  1.490
C (0.9305, 2.5626, -1.4275)  -0.132
S (-5.3451, -0.6457, -0.5316)  1.081
H (-3.0113, -3.8648, 4.2234)  0.115
C (-4.5634, -0.5990, 1.0030)  -0.433
C (-3.2324, 2.6440, -1.7554)  -0.204
H (-2.8261, 2.8112, -2.7447)  0.101
H (3.8463, -0.6958, -4.7164)  0.095
C (1.3976, 5.3066, 3.5856)  -0.080
H (-3.1391, -5.3089, 1.2284)  0.124
C (4.4452, -2.3841, 3.1348)  -0.150
C (1.4806, -1.6862, -1.3951)  -0.391

***

Record-wise energy values, in a.u.: -2748.2475 -2354.2819 -7178.2772